(1)
Formula: C4H4OPt
Source: OMol25
Level of theory: the ωB97M-V functional and the def2-TZVPD basis

LUMO (spin up / spin down) ... -5.63 / -8.12 eV
2S+1 ... 4
Calculated total energy ... -9487.5521 eV
Gap between HOMO and LUMO (spin up / spin down) ... 7.652 / 6.584 eV
Energy relative to the best compared isomer or geometry (same formula, charge and spin) ... 53.8 kJ/mol
Max |F| ... 6.61 eV Å⁻¹
Total charge ... +1

Geometry as XYZ:
```
10
Properties=species:S:1:pos:R:3:forces:R:3
Pt 1.155 1.253 0.051 -0.5 6.5 -1.2
O 1.514 -0.469 0.584 0.4 -5.3 1.3
C -0.669 -0.478 -0.240 -0.1 -0.7 -0.8
C -1.841 0.330 0.158 -1.0 0.3 -0.1
C -0.680 0.950 -0.512 0.3 0.1 0.9
C 0.544 -1.217 0.100 -1.0 -1.4 -1.8
H -0.661 -1.818 0.388 1.1 0.2 1.2
H -2.770 0.151 -0.407 0.5 0.0 0.0
H -2.041 0.510 1.227 0.2 0.2 -0.3
H 0.808 -2.038 -0.596 0.2 0.2 0.7
```
Forces are in eV/Å.

---

(2)
Formula: C4H4OS
Source: OMol25
Level of theory: the ωB97M-V functional and the def2-TZVPD basis

LUMO ... -0.63 eV
2S+1 ... 1
Calculated total energy ... -17093.2929 eV
Gap between HOMO and LUMO ... 8.087 eV
Energy relative to the best compared isomer or geometry (same formula, charge and spin) ... 178.7 kJ/mol
Max |F| ... 4.81 eV Å⁻¹
SMILES ... S=C1C=CCO1
Total charge ... 0

Geometry as XYZ:
```
10
Properties=species:S:1:pos:R:3:forces:R:3
S -1.626 -0.372 -1.052 -0.3 -0.5 0.3
O 0.407 0.991 -0.285 -2.0 -0.5 -1.5
C 1.404 -0.274 1.201 0.2 -1.8 1.4
C -0.298 -0.230 -0.139 -0.9 3.2 -3.5
C 1.329 1.087 0.697 2.4 3.7 1.5
C 0.422 -1.078 0.673 1.3 -1.1 2.6
H -0.005 -2.125 0.848 1.4 1.7 -0.1
H 0.999 2.045 1.352 0.3 -2.6 -0.3
H 2.401 1.577 0.458 -2.1 -1.6 -0.5
H 2.218 -0.509 1.876 -0.3 -0.4 0.2
```
Forces are in eV/Å.

---

(3)
Formula: C4H4OS
Source: OMol25
Level of theory: the ωB97M-V functional and the def2-TZVPD basis

LUMO ... -1.53 eV
2S+1 ... 1
Calculated total energy ... -17087.7365 eV
Gap between HOMO and LUMO ... 6.997 eV
Energy relative to the best compared isomer or geometry (same formula, charge and spin) ... 714.8 kJ/mol
Max |F| ... 13.25 eV Å⁻¹
Total charge ... 0

Geometry as XYZ:
```
10
Properties=species:S:1:pos:R:3:forces:R:3
S -1.568 -0.956 -0.024 1.8 0.0 0.0
O 2.246 0.088 -0.213 3.7 2.1 5.2
C -0.017 1.134 0.205 -6.7 11.0 -2.9
C -0.044 -0.261 0.030 -1.6 -1.2 -0.3
C -0.750 2.359 -0.143 3.9 -6.8 3.9
C 1.333 -0.942 0.068 -1.8 -0.1 -1.7
H 2.786 0.585 0.804 -2.8 -2.5 -4.7
H 1.215 -1.432 1.066 1.4 -0.1 -0.8
H 1.447 -1.627 -0.874 -0.4 0.6 2.2
H -1.470 3.330 0.141 2.5 -3.0 -1.0
```
Forces are in eV/Å.